Entry 1:
This record from OMol25 describes one molecule with the formula C6H18O2SSi2 in a non-equilibrium geometry. The level of theory is ωB97M-V/def2-TZVPD.

```
29
Properties=species:S:1:pos:R:3:mulliken_charge:R:1
C 2.06658 -1.16180 1.47349 -1.298
C 2.46389 -1.07854 -1.81255 -1.066
C 3.10613 1.45000 0.25248 -0.979
C -1.65628 -0.48408 1.89351 -1.160
C -3.25277 1.44601 0.00705 -1.049
C -2.65338 -1.19076 -1.48765 -1.106
O 0.02266 0.87000 -1.97928 -0.735
O -0.19265 2.15667 0.20304 -0.692
Si 2.07940 -0.00890 -0.13024 0.451
Si -2.13833 -0.00555 -0.01585 0.425
S -0.06671 0.79815 -0.44524 0.958
H 1.43046 -0.73263 2.25582 0.329
H 1.63717 -2.13407 1.40481 0.362
H 3.01834 -1.27776 1.76279 0.472
H 2.47651 -0.28503 -2.52811 0.309
H 3.47685 -1.42809 -1.68788 0.370
H 1.91813 -1.97567 -2.23574 0.312
H 3.56452 1.83309 -0.67947 0.318
H 2.26956 2.17318 0.63581 0.294
H 3.69022 1.42517 1.20348 0.354
H -0.92681 0.27748 2.23148 0.328
H -2.53181 -0.49709 2.57002 0.393
H -1.14624 -1.43560 2.10312 0.327
H -2.74962 2.16410 0.61975 0.336
H -3.12374 1.88203 -0.98570 0.355
H -4.30248 1.52802 0.42860 0.356
H -2.91512 -0.59639 -2.30052 0.302
H -2.02842 -1.93383 -1.75929 0.457
H -3.53608 -1.77812 -0.99772 0.275
```

Results
DFT total energy: -1367.009801 Eh
SMILES: C[Si](C)(C)S(=O)(=O)[Si](C)(C)C
LUMO level: 0.554 eV
HOMO level: -8.52 eV
molar mass: 210.4 g mol⁻¹
net charge: 0


Entry 2:
This record from OMol25 describes one molecule with the formula C5H8N2O in a non-equilibrium geometry. The level of theory is ωB97M-V/def2-TZVPD.

```
16
Properties=species:S:1:pos:R:3:mulliken_charge:R:1
C -0.62026 1.44733 0.89856 -0.750
C 0.05459 -0.65199 1.00773 -0.819
C 0.06519 -1.07773 -0.42104 0.564
C -0.92374 -1.58947 -1.16499 -0.879
C 1.74802 0.42784 -0.83072 0.104
H -1.32622 1.20059 -0.00805 0.254
H -1.25785 1.60764 1.90315 0.266
H -0.29244 2.54612 0.56171 0.286
H 0.79908 -1.27890 1.53118 0.278
H -0.92752 -0.71655 1.17543 0.565
H -1.92703 -1.79745 -0.82299 0.258
H -0.95977 -1.94317 -2.28696 0.235
H 2.54266 0.77000 -1.63319 0.316
N 0.40327 0.70455 1.01802 0.441
N 1.30083 1.13499 0.09083 -0.737
O 1.32120 -0.78381 -1.01866 -0.383
```

Results
DFT total energy: -379.902930 Eh
SMILES: C=C1CN(C)N=CO1
LUMO level: 0.939 eV
HOMO level: -8.40 eV
molar mass: 112.1 g mol⁻¹
net charge: 0


Entry 3:
This record from OMol25 describes one molecule with the formula C3N2O in a non-equilibrium geometry. The level of theory is ωB97M-V/def2-TZVPD.

```
6
Properties=species:S:1:pos:R:3:mulliken_charge:R:1
C -0.20777 -0.05816 0.19064 0.563
C -1.19694 0.12775 -0.93340 0.089
C 1.28941 0.15056 0.34858 0.320
N -1.80454 -0.19639 -1.86123 -0.253
N 2.45687 0.18970 0.84057 -0.366
O -0.53702 -0.21346 1.41484 -0.354
```

Results
DFT total energy: -298.939353 Eh
SMILES: N#CC(=O)C#N
LUMO level: -2.509 eV
HOMO level: -11.83 eV
molar mass: 80.0 g mol⁻¹
net charge: 0


Entry 4:
This record from OMol25 describes a 12-piece molecular cluster, C22H44ClFN13O23P overall in a non-equilibrium geometry. The level of theory is ωB97M-V/def2-TZVPD.

```
105
Properties=species:S:1:pos:R:3:mulliken_charge:R:1
O 0.75679 -2.80394 4.66566 -0.387
P 0.40044 -1.23927 4.38501 0.191
Cl -1.58601 -0.95509 4.92189 -0.267
C 0.31988 -1.09528 2.57262 0.793
C 1.06606 -0.08882 2.00740 -0.993
C 1.08333 0.14775 0.61245 -0.099
N 1.82805 1.17478 0.12530 -0.500
C 1.76372 1.31829 -1.17366 -0.373
C 0.99994 0.46914 -2.00703 -0.541
N 0.28230 -0.54142 -1.58687 -0.415
C 0.33720 -0.67683 -0.23132 0.119
C -0.41613 -1.71788 0.35401 0.025
C -0.45802 -1.93360 1.70547 0.677
C -1.32952 -3.07050 2.19463 -1.726
C -2.78355 -2.89627 1.73351 0.095
C -3.44273 -1.58488 2.12493 0.292
F -4.33964 -1.76837 3.17856 -0.455
H 1.50058 -2.79899 5.29031 0.301
H 1.67159 0.55669 2.62989 0.491
H 2.33603 2.12058 -1.61090 0.613
H 1.02906 0.66077 -3.06554 0.492
H -0.98167 -2.35794 -0.30702 0.418
H -1.23611 -3.26050 3.25803 0.358
H -0.95492 -3.96601 1.69389 0.348
H -2.82458 -2.97069 0.65464 -0.386
H -3.37806 -3.69948 2.16518 0.866
H -2.74411 -0.81268 2.42981 0.235
H -3.99047 -1.19314 1.27237 -0.257
C 1.42886 4.91405 -3.96574 -0.644
N 1.08027 3.47264 -3.94223 0.945
O -0.08411 3.13963 -4.02086 -0.482
O 2.01952 2.71014 -3.82062 -0.529
H 0.52044 5.49365 -4.05607 0.311
H 1.94636 5.12397 -3.03389 0.195
H 2.08201 5.08028 -4.81695 0.309
C 4.20886 3.33251 0.91897 -0.528
N 5.55077 3.81371 0.49228 0.961
O 5.60923 4.88496 -0.08672 -0.574
O 6.49958 3.11073 0.74947 -0.555
H 3.46978 4.06696 0.61925 0.177
H 4.02355 2.37721 0.43958 0.193
H 4.23350 3.22286 1.99869 0.308
C 0.69080 -5.90479 5.61676 -0.433
N 1.83955 -6.84968 5.55705 0.909
O 2.41884 -7.10424 6.59139 -0.544
O 2.11793 -7.30184 4.46646 -0.542
H 0.55936 -5.58616 6.64423 0.299
H 0.92412 -5.06192 4.97441 0.060
H -0.18617 -6.43479 5.25785 0.300
C -4.47346 2.75707 -0.18212 -0.806
N -3.78888 1.51264 0.25707 0.909
O -3.10336 1.55802 1.25668 -0.523
O -3.96921 0.52307 -0.42371 -0.470
H -4.22451 3.54875 0.51434 0.308
H -4.11827 2.98500 -1.18240 0.308
H -5.54086 2.55233 -0.18572 0.260
C -2.75580 -3.80217 -3.15806 -0.796
N -2.64630 -4.34707 -1.77618 0.907
O -1.54999 -4.71526 -1.39837 -0.555
O -3.65388 -4.36830 -1.10612 -0.533
H -1.77708 -3.83795 -3.62190 0.327
H -3.47011 -4.42036 -3.69327 0.291
H -3.11197 -2.77967 -3.07435 0.294
C 2.17352 -0.35431 -5.78742 -0.630
N 1.04917 -1.32265 -5.91021 0.921
O 0.90864 -1.89924 -6.96736 -0.562
O 0.34859 -1.46692 -4.93112 -0.481
H 2.70878 -0.32972 -6.72895 0.318
H 1.74502 0.61564 -5.55155 0.149
H 2.81210 -0.70078 -4.98002 0.286
C 1.43635 -4.64611 -0.85376 -0.465
N 2.47298 -3.84132 -1.55629 1.031
O 3.05029 -2.98044 -0.92457 -0.545
O 2.66824 -4.09972 -2.72533 -0.598
H 1.37317 -4.30211 0.17263 0.143
H 0.49876 -4.49168 -1.37492 0.153
H 1.74162 -5.68728 -0.89888 0.371
C 3.74674 0.06286 7.34571 -0.738
N 3.32500 -1.36056 7.27357 0.898
O 3.15956 -1.96240 8.30642 -0.513
O 3.17006 -1.82314 6.15715 -0.562
H 3.84256 0.33755 8.38903 0.302
H 4.69643 0.14702 6.82617 0.300
H 2.97915 0.65009 6.84960 0.285
C -6.86254 -1.42317 1.00269 -0.642
N -7.49665 -0.72994 -0.15243 0.937
O -7.40056 0.48115 -0.20692 -0.528
O -8.06743 -1.42163 -0.96548 -0.552
H -6.39320 -0.67910 1.63457 0.296
H -7.64270 -1.95413 1.53903 0.338
H -6.12668 -2.11248 0.59937 0.168
C 4.66187 7.52381 -0.42191 -0.795
N 3.44112 6.68674 -0.56131 1.008
O 3.17779 6.24899 -1.66397 -0.603
O 2.78845 6.48804 0.43904 -0.563
H 5.13402 7.60477 -1.39309 0.313
H 4.34722 8.49532 -0.05236 0.291
H 5.31223 7.02525 0.28934 0.311
C -2.84126 4.66572 -5.51641 -0.724
N -1.72876 5.27960 -6.29090 0.904
O -0.94534 5.99045 -5.69121 -0.544
O -1.67533 5.02401 -7.47146 -0.532
H -2.75426 4.98161 -4.48416 0.289
H -3.77167 5.00929 -5.95821 0.328
H -2.74187 3.58853 -5.60652 0.267
```

Results
DFT total energy: -4207.474794 Eh
SMILES: OP(Cl)c1cc2nccnc2cc1CCCF.C[N+](=O)[O-].C[N+](=O)[O-].C[N+](=O)[O-].C[N+](=O)[O-].C[N+](=O)[O-].C[N+](=O)[O-].C[N+](=O)[O-].C[N+](=O)[O-].C[N+](=O)[O-].C[N+](=O)[O-].C[N+](=O)[O-]
LUMO level: -0.440 eV
HOMO level: -9.11 eV
molar mass: 944.1 g mol⁻¹
net charge: 0


Entry 5:
This record from OMol25 describes a 2-piece molecular cluster, C5H12N3 overall in a non-equilibrium geometry. The level of theory is ωB97M-V/def2-TZVPD.

```
20
Properties=species:S:1:pos:R:3:mulliken_charge:R:1
C -1.49193 -1.57538 -0.87358 -0.152
C 0.28816 -0.00693 2.83010 -0.084
C 0.03470 0.41029 -0.91748 0.697
C 1.33402 -0.33229 -0.75777 -0.870
C 0.12217 1.79672 -1.09582 -1.230
N -0.52679 -2.34625 -0.59165 -0.495
N 0.43584 0.87295 1.91667 -0.116
N -1.15741 -0.19227 -0.94757 -0.204
H -2.54325 -1.74680 -1.11307 0.345
H -0.14106 0.07445 3.95041 0.307
H 0.58926 -0.97226 2.41665 0.289
H 1.41003 -0.72806 0.37324 -0.016
H 2.33410 0.27072 -0.81647 0.282
H 1.50128 -1.13090 -1.36249 0.479
H 0.53709 2.43241 -0.24756 0.232
H -0.83206 2.26895 -1.33333 0.337
H 0.88077 2.02276 -1.78140 0.341
H -0.86061 -3.37397 -0.60492 0.253
H 0.17695 1.86047 2.05605 0.301
H -2.09127 0.39541 -1.10000 0.303
```

Results
DFT total energy: -361.474492 Eh
spin multiplicity: 3
LUMO level (spin up / spin down): -4.896 / -9.281 eV
HOMO level (spin up / spin down): -9.48 / -13.43 eV
molar mass: 114.2 g mol⁻¹
net charge: +1


Entry 6:
This record from OMol25 describes one molecule with the formula C7H16O in a non-equilibrium geometry. The level of theory is ωB97M-V/def2-TZVPD.

```
24
Properties=species:S:1:pos:R:3:mulliken_charge:R:1
C -0.05828 -0.92417 1.18515 0.631
C 0.14712 0.50129 -0.97348 1.026
C 0.85687 0.00129 0.39029 -0.365
C -0.22277 -2.28722 0.52339 -1.498
C -1.41156 -0.33541 1.56596 -1.505
C 1.19280 0.53155 -2.08547 -1.730
C -0.48403 1.88436 -0.82867 -1.758
O 1.35176 1.06618 1.15425 -0.580
H 0.60646 1.58525 1.47676 0.401
H -0.63202 -0.21286 -1.25239 0.177
H 1.74567 -0.56873 0.10128 0.424
H 0.53792 -1.08180 2.15579 0.216
H 0.74447 -2.71530 0.27029 0.380
H -2.04671 -0.21941 0.69047 0.245
H -0.73097 -2.96908 1.20206 0.438
H -0.81451 -2.21212 -0.38641 0.297
H -1.91515 -1.00521 2.26067 0.458
H -1.30682 0.63091 2.05690 0.374
H 0.75966 0.90414 -3.01318 0.437
H 1.58861 -0.46471 -2.27337 0.399
H 2.01694 1.18454 -1.80440 0.350
H -1.24782 1.90795 -0.05449 0.338
H 0.27888 2.62502 -0.59450 0.390
H -0.95650 2.17355 -1.76688 0.456
```

Results
DFT total energy: -351.546362 Eh
SMILES: CC(C)C(O)C(C)C
LUMO level: 0.955 eV
HOMO level: -9.75 eV
molar mass: 116.2 g mol⁻¹
net charge: 0


- Among the records above, which one has the lowest DFT total energy?
  C22H44ClFN13O23P